No. 1
Density functional theory data (wB97M-V/def2-TZVPD) for a structure of composition C24H21CrN8O2S2.

Each line ends with the Löwdin spin population.
Cartesian coordinates (Å):
Cr  -0.637  -0.552  -0.167  0.964
N  -2.817  3.220  -0.358  0.001
C  -2.036  2.141  -0.122  0.000
S  -1.724  1.060  -1.443  0.002
N  -1.537  2.052  1.089  -0.004
N  -0.753  0.942  1.218  -0.008
C  -0.147  0.772  2.342  0.005
C  -0.304  1.643  3.527  0.000
C  -1.554  1.762  4.127  0.001
C  -1.703  2.540  5.263  0.000
C  -0.610  3.212  5.799  0.000
C  0.634  3.101  5.199  0.000
C  0.787  2.312  4.066  0.000
C  0.688  -0.432  2.380  -0.002
C  1.430  -0.848  3.477  0.002
C  2.177  -2.006  3.367  -0.002
C  2.174  -2.718  2.176  0.002
C  1.403  -2.250  1.132  -0.002
N  0.674  -1.141  1.243  -0.003
H  -3.368  3.251  -1.196  0.000
H  -3.108  3.765  0.435  0.000
H  -2.402  1.246  3.694  0.000
H  -2.675  2.627  5.730  0.000
H  -0.731  3.823  6.684  0.000
H  1.488  3.627  5.605  0.000
H  1.757  2.229  3.589  0.000
H  1.406  -0.277  4.393  0.000
H  2.760  -2.354  4.210  0.000
H  2.750  -3.623  2.054  0.000
H  1.327  -2.771  0.187  0.000
O  1.109  -0.266  -1.213  0.014
N  1.182  -0.910  -2.304  -0.008
N  0.275  -1.783  -2.429  0.004
O  -0.651  -1.955  -1.481  0.031
C  0.204  -2.627  -3.592  0.000
C  1.247  -2.629  -4.507  0.000
C  1.145  -3.448  -5.618  0.000
C  0.024  -4.249  -5.802  0.001
C  -1.000  -4.230  -4.869  0.000
C  -0.921  -3.414  -3.748  0.001
H  2.112  -2.002  -4.352  0.000
H  1.948  -3.459  -6.342  0.000
H  -0.046  -4.886  -6.674  0.000
H  -1.873  -4.853  -5.010  0.000
H  -1.706  -3.380  -3.008  0.000
C  -4.866  -3.528  4.687  0.000
C  -3.588  -3.296  3.934  0.000
C  -2.388  -3.867  4.345  0.001
C  -1.281  -3.570  3.575  0.000
N  -1.326  -2.796  2.499  0.001
C  -2.528  -2.294  2.174  0.000
S  -2.727  -1.262  0.768  -0.002
N  -3.658  -2.515  2.866  0.000
H  -4.757  -4.313  5.433  0.000
H  -5.662  -3.795  3.992  0.000
H  -5.172  -2.610  5.190  0.000
H  -2.324  -4.507  5.213  0.000
H  -0.307  -3.981  3.830  0.000

Computed properties:
Orbital gap (alpha / beta), Ha: 0.2531 / 0.2517
Energy above the lowest of the compared OMol25 structures with the same formula, charge and spin, kcal per mole: 0.0
Lowest unoccupied orbital energy (alpha / beta), eV: -0.4 / -0.4
Highest occupied orbital energy (alpha / beta), hartree: -0.2690 / -0.2673
Multiplicity: 2

---

No. 2
Density functional theory data (wB97M-V/def2-TZVPD) for a cluster of 2 separate species, C24H21F3O2S in total.

Each line ends with the Mulliken charge.
Cartesian coordinates (Å):
C  -5.027  -0.007  3.394  -1.469
C  -3.613  -0.067  2.890  1.283
C  -3.021  -1.283  2.501  -0.808
C  -1.694  -1.313  2.087  -0.295
C  -0.911  -0.133  2.121  0.524
C  0.488  -0.155  1.697  -1.486
S  1.470  0.539  3.041  1.044
C  3.045  -0.539  3.140  0.695
F  4.121  0.272  3.140  -0.223
F  3.091  -1.325  4.236  -0.230
F  3.127  -1.346  2.046  -0.234
O  1.895  1.857  2.581  -0.633
O  0.850  0.389  4.353  -0.664
C  -1.517  1.093  2.502  -0.098
C  -2.868  1.117  2.828  -0.993
H  -5.318  1.034  3.570  0.358
H  -5.744  -0.441  2.685  0.341
H  -5.125  -0.552  4.346  0.312
H  -3.600  -2.210  2.518  0.367
H  -1.207  -2.248  1.768  0.377
H  0.856  -1.143  1.422  0.889
H  -0.946  2.028  2.494  0.381
H  -3.362  2.068  3.064  0.266
C  0.807  0.554  -0.316  -0.171
C  2.225  0.558  -0.668  0.731
C  3.135  1.503  -0.126  -0.057
C  4.470  1.527  -0.517  -0.693
C  4.938  0.643  -1.499  -0.491
C  4.089  -0.387  -1.937  -0.649
C  2.745  -0.405  -1.563  -0.542
C  -0.166  -0.092  -1.140  -0.164
C  -1.535  0.133  -1.028  -0.375
C  -2.567  -0.364  -1.911  0.551
C  -3.893  0.161  -1.823  -0.525
C  -4.825  -0.080  -2.839  -0.491
C  -4.492  -0.897  -3.938  -0.410
C  -3.257  -1.565  -3.934  -0.577
C  -2.319  -1.335  -2.916  -0.259
H  0.465  1.448  0.270  0.572
H  2.781  2.245  0.583  0.353
H  5.150  2.256  -0.072  0.390
H  5.964  0.728  -1.877  0.361
H  4.463  -1.164  -2.608  0.375
H  2.086  -1.171  -1.981  0.261
H  0.158  -0.761  -1.954  0.005
H  -1.869  0.833  -0.259  0.331
H  -4.149  0.804  -0.974  0.356
H  -5.810  0.383  -2.799  0.367
H  -5.202  -1.047  -4.764  0.346
H  -3.017  -2.255  -4.745  0.367
H  -1.369  -1.878  -2.901  0.335

Computed properties:
Orbital gap, Ha: 0.2501
Lowest unoccupied orbital energy, eV: -1.0
Highest occupied orbital energy, hartree: -0.2861

---

No. 3
Density functional theory data (wB97M-V/def2-TZVPD) for a structure of composition C24H21F6N2O4RuS2SbSe.

Each line ends with the Mulliken charge.
Cartesian coordinates (Å):
Ru  -1.793  0.888  1.323  0.579
F  -5.765  -1.783  1.873  -0.154
C  -4.480  -1.981  2.044  0.492
F  -4.087  -1.564  3.226  -0.163
F  -4.162  -3.250  1.867  -0.173
S  -3.603  -1.045  0.684  1.484
O  -2.125  -1.134  0.938  -0.741
O  -4.073  -1.573  -0.546  -0.560
N  -3.901  0.506  1.028  -0.820
S  -3.903  1.585  -0.232  1.288
O  -2.578  1.375  -0.833  -0.586
O  -4.252  2.862  0.266  -0.592
C  -5.222  1.090  -1.488  0.587
F  -5.714  2.205  -1.969  -0.167
F  -4.670  0.378  -2.450  -0.115
F  -6.150  0.398  -0.858  -0.184
Se  -1.595  0.339  3.651  -0.007
C  -1.807  2.066  4.220  0.356
N  -1.921  3.185  4.478  -0.437
C  4.370  0.237  0.753  -1.796
C  4.161  -1.074  0.050  1.009
C  5.266  -1.843  -0.299  -0.692
C  5.138  -3.050  -0.973  -0.626
C  3.891  -3.525  -1.369  -0.761
C  2.770  -2.784  -1.072  -1.180
C  2.914  -1.576  -0.361  0.973
Sb  1.126  -0.589  -0.144  2.600
C  0.000  -0.613  -1.897  0.979
C  -1.146  -1.386  -2.046  -1.177
C  -1.822  -1.328  -3.253  -0.698
C  -1.346  -0.508  -4.268  -0.795
C  -0.191  0.243  -4.096  -0.904
C  0.525  0.198  -2.906  0.704
C  1.807  0.969  -2.731  -1.712
C  0.715  0.918  1.148  0.992
C  -0.014  2.022  0.593  -1.731
C  -0.135  3.185  1.376  -0.201
C  0.487  3.251  2.612  -1.038
C  1.199  2.159  3.139  -0.464
C  1.276  0.964  2.468  0.460
C  1.879  -0.266  3.074  -1.652
H  5.216  0.761  0.310  0.569
H  4.610  0.086  1.806  0.440
H  3.505  0.901  0.692  0.192
H  6.252  -1.479  -0.038  0.491
H  6.028  -3.620  -1.208  0.427
H  3.800  -4.456  -1.911  0.464
H  1.795  -3.130  -1.398  0.414
H  -1.513  -2.017  -1.251  0.700
H  -2.719  -1.916  -3.393  0.514
H  -1.877  -0.455  -5.209  0.463
H  0.166  0.876  -4.899  0.490
H  1.868  1.796  -3.436  0.497
H  2.680  0.332  -2.893  0.307
H  1.897  1.424  -1.731  0.375
H  -0.255  2.064  -0.464  0.849
H  -0.646  4.048  0.969  0.577
H  0.414  4.159  3.193  0.414
H  1.632  2.240  4.128  0.428
H  2.198  -0.082  4.097  0.490
H  2.747  -0.619  2.513  0.185
H  1.135  -1.067  3.102  0.334

Computed properties:
Orbital gap (alpha / beta), Ha: 0.1491 / 0.1484
Charge: +2
Lowest unoccupied orbital energy (alpha / beta), eV: -9.7 / -9.7
Highest occupied orbital energy (alpha / beta), hartree: -0.5060 / -0.5057

---

No. 4
Density functional theory data (wB97M-V/def2-TZVPD) for the molecule C24H21FN4OS2.

Each line ends with the Mulliken charge.
Cartesian coordinates (Å):
O  -1.786  -2.914  1.086  -0.674
C  -1.285  -2.482  0.065  0.749
N  -0.111  -1.815  0.065  0.130
C  0.608  -1.287  -1.072  1.008
H  0.120  -1.546  -2.008  0.738
H  0.634  -0.193  -0.991  -0.927
C  2.039  -1.852  -1.056  -1.894
N  2.725  -1.558  0.180  0.142
C  3.447  -0.384  0.318  0.459
C  3.433  0.639  -0.638  -0.100
C  4.214  1.772  -0.510  -0.940
C  5.042  1.945  0.584  -0.454
C  5.094  0.947  1.542  -0.608
C  4.325  -0.187  1.396  0.678
F  4.465  -1.146  2.349  -0.351
H  5.741  1.023  2.402  0.443
H  5.645  2.832  0.690  0.399
H  4.165  2.534  -1.274  0.366
H  2.791  0.559  -1.500  0.214
C  1.985  -2.111  1.298  -1.077
H  2.473  -1.891  2.243  0.481
C  0.559  -1.547  1.323  -0.557
H  -0.026  -2.009  2.119  0.543
H  0.597  -0.461  1.476  0.037
H  1.945  -3.198  1.175  0.315
H  2.612  -1.478  -1.904  0.574
H  1.983  -2.944  -1.140  0.404
C  -2.016  -2.597  -1.261  -0.996
H  -1.417  -3.006  -2.071  0.497
H  -2.925  -3.181  -1.122  0.514
S  -2.508  -0.902  -1.727  -0.154
C  -3.770  -0.692  -0.501  0.654
N  -4.625  -1.688  -0.398  -0.559
C  -5.595  -1.600  0.496  -0.292
N  -5.804  -0.597  1.319  -0.598
C  -4.935  0.394  1.235  -0.252
C  -3.858  0.442  0.314  0.105
C  -3.041  1.600  0.509  0.240
C  -3.511  2.365  1.528  -0.354
S  -4.947  1.768  2.287  -0.257
H  -3.087  3.285  1.881  0.532
C  -1.818  1.935  -0.232  0.808
C  -1.831  2.073  -1.616  -0.377
C  -0.671  2.405  -2.291  -0.647
C  0.510  2.602  -1.594  -0.556
C  0.529  2.470  -0.214  -0.580
C  -0.631  2.143  0.464  -0.625
H  -0.622  2.037  1.540  0.440
H  1.450  2.620  0.331  0.440
H  1.414  2.863  -2.122  0.459
H  -0.690  2.513  -3.365  0.440
H  -2.753  1.931  -2.159  0.618
H  -6.281  -2.434  0.550  0.405

Computed properties:
Orbital gap, Ha: 0.2989
Structure (SMILES): O=C(CSc1ncnc2scc(-c3ccccc3)c12)N1CCN(c2ccccc2F)CC1
Lowest unoccupied orbital energy, eV: 0.2
Highest occupied orbital energy, hartree: -0.2931

---

No. 5
Density functional theory data (wB97M-V/def2-TZVPD) for a structure of composition C24H21FeN3O3.

Each line ends with the Löwdin spin population.
Cartesian coordinates (Å):
Fe  0.346  0.842  -1.051  3.903
C  0.141  4.979  -1.678  0.008
C  1.366  5.416  -1.188  0.012
C  2.322  4.478  -0.800  0.008
C  2.010  3.128  -0.920  0.017
N  0.828  2.687  -1.393  0.095
C  -0.079  3.614  -1.761  0.066
C  2.841  1.997  -0.584  0.016
C  4.137  2.044  -0.077  0.001
C  4.792  0.846  0.182  0.011
C  4.137  -0.353  -0.074  0.001
C  2.841  -0.309  -0.581  0.017
N  2.177  0.844  -0.840  0.068
C  2.012  -1.445  -0.913  0.012
C  2.329  -2.793  -0.784  0.002
C  1.379  -3.738  -1.167  0.004
C  0.154  -3.309  -1.664  0.002
C  -0.072  -1.947  -1.757  0.015
N  0.830  -1.013  -1.393  0.078
H  -0.624  5.681  -1.987  0.001
H  1.576  6.479  -1.108  0.001
H  3.279  4.810  -0.418  0.001
H  -1.016  3.214  -2.135  0.031
H  4.638  2.985  0.114  0.000
H  5.804  0.847  0.576  0.000
H  4.639  -1.293  0.121  0.000
H  3.286  -3.119  -0.396  0.000
H  1.594  -4.799  -1.079  0.000
H  -0.607  -4.017  -1.971  0.000
H  -1.009  -1.553  -2.137  0.003
C  -5.668  -3.479  1.043  0.000
O  -4.862  -2.811  0.085  0.000
C  -3.819  -2.067  0.570  0.002
C  -3.541  -1.828  1.908  0.007
C  -2.432  -1.055  2.253  -0.001
C  -1.587  -0.515  1.261  0.011
C  -0.373  0.289  1.650  0.015
C  -0.035  0.428  3.113  0.005
O  0.340  0.838  0.812  0.106
C  -1.846  -0.713  -0.116  0.026
O  -1.120  -0.224  -1.043  0.196
C  -2.982  -1.505  -0.406  0.009
H  -6.414  -4.068  0.500  0.000
H  -6.206  -2.764  1.673  0.000
H  -5.075  -4.173  1.648  0.000
H  -4.161  -2.222  2.703  0.000
H  -2.242  -0.881  3.306  0.000
H  -0.015  -0.548  3.605  0.001
H  -0.747  1.099  3.598  0.000
H  0.968  0.857  3.209  0.000
H  -3.214  -1.690  -1.455  0.000
H  -1.018  1.834  -1.051  0.245

Computed properties:
Orbital gap (alpha / beta), Ha: 0.2133 / 0.2217
Energy above the lowest of the compared OMol25 structures with the same formula, charge and spin, kcal per mole: 51.5
Charge: +1
Lowest unoccupied orbital energy (alpha / beta), eV: -3.6 / -4.1
Highest occupied orbital energy (alpha / beta), hartree: -0.3461 / -0.3734
Multiplicity: 6